Record 1
DFT (ωB97M-V with the def2-TZVPD basis set) results for C18H24Cl4IrN4O5S2 as an isolated structure.

Each line ends with the natural charge from an NBO analysis.
Cartesian coordinates (Å):
Ir1 -0.64 -0.52 1.44  0.67
Cl1 -1.91 -1.58 3.08  0.18
C1 -2.37 -3.11 2.33  -0.08
C2 -3.05 -4.02 3.12  -0.22
C3 -3.45 -5.21 2.54  -0.19
C4 -3.18 -5.45 1.21  -0.20
C5 -2.50 -4.52 0.45  -0.07
Cl2 -2.18 -4.86 -1.21  0.05
C6 -2.06 -3.31 1.00  -0.14
S1 -1.16 -2.15 0.02  -0.03
H1 -3.25 -3.80 4.16  0.24
H2 -3.98 -5.94 3.13  0.24
H3 -3.50 -6.38 0.74  0.24
N1 0.81 2.42 4.06  -0.75
C7 0.63 1.41 3.23  0.71
O1 -0.47 1.26 2.64  -0.67
C8 1.72 0.44 2.93  -0.54
C9 1.08 -0.88 2.49  -0.48
H4 0.05 3.04 4.27  0.42
H5 1.66 2.50 4.59  0.42
H6 2.40 0.32 3.77  0.24
H7 2.30 0.88 2.11  0.25
H8 0.83 -1.47 3.37  0.21
H9 1.78 -1.47 1.90  0.21
C10 1.43 0.46 -6.91  -0.62
C11 1.04 1.64 -6.02  -0.67
S2 -0.14 1.10 -4.81  2.19
O2 -1.40 0.87 -5.45  -0.93
O3 0.45 0.06 -4.00  -0.97
C12 -0.40 2.52 -3.74  -0.69
C13 0.68 2.83 -2.71  -0.23
N2 0.87 1.76 -1.72  -0.31
C14 0.00 1.49 -0.73  0.45
N3 0.39 0.40 -0.07  -0.46
C15 1.53 -0.06 -0.65  -0.01
C16 1.84 0.78 -1.67  0.18
N4 2.98 0.65 -2.53  0.54
O4 3.64 -0.35 -2.40  -0.32
O5 3.22 1.56 -3.31  -0.39
C17 -1.22 2.28 -0.44  -0.68
H10 2.14 0.80 -7.65  0.23
H11 0.56 0.06 -7.42  0.23
H12 1.89 -0.33 -6.32  0.23
H13 0.55 2.43 -6.58  0.24
H14 1.90 2.03 -5.48  0.24
H15 -1.36 2.32 -3.28  0.25
H16 -0.53 3.39 -4.40  0.26
H17 0.39 3.72 -2.16  0.23
H18 1.64 3.03 -3.18  0.27
H19 2.05 -0.95 -0.33  0.26
H20 -1.02 3.35 -0.51  0.24
H21 -1.55 2.06 0.57  0.27
H22 -2.02 2.03 -1.13  0.25
Cl3 1.30 1.35 7.44  -0.03
C18 0.12 0.06 7.66  -0.38
Cl4 -0.24 -0.80 6.15  -0.04
H23 -0.81 0.50 8.02  0.23
H24 0.52 -0.66 8.37  0.23

Summary:
Relative energy (zero: lowest compared OMol25 entry of this formula, charge and spin): 0.00 kJ/mol
E_HOMO: -10.6 eV
Charge: +1
Kohn-Sham gap: 7.6 eV

Record 2
DFT (ωB97M-V with the def2-TZVPD basis set) results for C18H24FO10S2Zn as an isolated structure at a distorted geometry.

Each line ends with the natural charge from an NBO analysis.
Cartesian coordinates (Å):
Zn1 0.20 2.06 0.42  1.80
F1 0.38 0.30 1.16  -0.86
O1 -1.18 2.63 1.87  -1.11
S1 -2.24 3.03 2.81  2.38
O2 -2.79 4.34 2.63  -0.85
O3 -3.40 1.93 2.82  -0.68
C1 -3.01 0.55 2.74  -0.09
C2 -4.17 -0.24 2.15  -0.63
C3 -1.56 2.80 4.49  -0.85
H1 -2.68 0.16 3.71  0.19
H2 -2.15 0.43 2.07  0.21
H3 -5.09 0.07 2.65  0.24
H4 -4.00 -1.29 2.36  0.23
H5 -4.31 -0.06 1.09  0.22
H6 -1.47 1.72 4.60  0.25
H7 -2.31 3.29 5.11  0.27
H8 -0.64 3.36 4.61  0.26
O4 -1.49 1.68 -0.54  -1.11
S2 -2.74 1.39 -1.25  2.38
O5 -4.01 1.83 -0.74  -0.85
O6 -2.64 2.05 -2.73  -0.67
C4 -1.39 2.01 -3.39  -0.11
C5 -1.45 1.43 -4.80  -0.64
C6 -2.70 -0.37 -1.55  -0.88
H9 -0.60 1.47 -2.85  0.20
H10 -1.04 3.04 -3.45  0.20
H11 -2.24 0.68 -4.72  0.21
H12 -0.55 0.96 -5.20  0.25
H13 -1.74 2.18 -5.53  0.23
H14 -2.57 -0.83 -0.57  0.27
H15 -1.78 -0.59 -2.10  0.27
H16 -3.51 -0.69 -2.20  0.28
C7 0.55 -2.34 -1.54  -0.26
C8 0.77 -3.57 -1.07  -0.20
C9 1.64 -4.55 -1.75  0.47
O7 1.79 -5.69 -1.37  -0.45
C10 2.23 -4.06 -3.03  -0.19
C11 1.85 -2.88 -3.53  -0.26
C12 1.07 -1.87 -2.83  0.51
O8 0.96 -0.71 -3.21  -0.54
H17 0.04 -1.61 -0.91  0.22
H18 0.45 -3.91 -0.09  0.23
H19 2.91 -4.62 -3.66  0.24
H20 2.34 -2.53 -4.43  0.23
C13 5.73 0.44 1.96  -0.23
C14 5.42 0.00 0.73  -0.25
C15 4.17 -0.78 0.47  0.48
O9 3.91 -1.25 -0.62  -0.50
C16 3.25 -0.79 1.62  -0.25
C17 3.59 -0.41 2.87  -0.22
C18 4.95 0.06 3.17  0.47
O10 5.34 0.31 4.29  -0.46
H21 6.70 0.88 2.15  0.24
H22 6.10 0.23 -0.08  0.24
H23 2.25 -1.18 1.52  0.24
H24 2.86 -0.51 3.66  0.23

Summary:
E_HOMO: -12.3 eV
Charge: +1
Kohn-Sham gap: 6.3 eV

Record 3
DFT (ωB97M-V with the def2-TZVPD basis set) results for C18H24IrN4OS2Se2 as an isolated structure at a distorted geometry.

Each line ends with the natural charge from an NBO analysis.
Cartesian coordinates (Å):
Ir1 0.18 0.51 1.09  0.76
Se1 1.37 1.81 3.57  0.37
Se2 0.22 2.84 1.75  0.46
C1 -1.66 2.34 1.92  0.01
C2 -2.68 3.13 2.37  -0.20
C3 -3.98 2.66 2.16  -0.08
C4 -4.16 1.47 1.47  -0.20
C5 -3.06 0.74 1.04  0.06
N1 -1.81 1.15 1.29  -0.52
C6 2.68 0.96 2.43  0.01
C7 4.00 0.98 2.80  -0.22
C8 4.93 0.33 1.99  -0.08
C9 4.49 -0.28 0.82  -0.21
C10 3.14 -0.24 0.51  0.04
N2 2.24 0.35 1.31  -0.53
H1 -2.49 4.08 2.86  0.28
H2 -4.83 3.24 2.50  0.28
H3 -5.15 1.10 1.25  0.28
H4 -3.18 -0.18 0.49  0.22
H5 4.32 1.51 3.69  0.28
H6 5.98 0.32 2.25  0.28
H7 5.18 -0.78 0.15  0.28
H8 2.76 -0.69 -0.40  0.22
C11 -1.20 -3.82 1.13  -0.25
C12 -0.86 -2.38 0.66  -0.25
N3 -0.15 -1.61 1.72  -0.43
C13 -1.00 -1.60 2.94  -0.26
C14 -1.25 -3.03 3.47  -0.25
N4 -0.62 -4.00 2.50  -0.33
C15 0.86 -3.78 2.47  -0.25
C16 1.12 -2.32 2.02  -0.25
H9 -0.77 -4.58 0.48  0.26
H10 -2.27 -3.99 1.20  0.26
H11 -1.77 -1.86 0.40  0.23
H12 -0.22 -2.41 -0.22  0.24
H13 -1.95 -1.12 2.69  0.24
H14 -0.51 -0.99 3.70  0.25
H15 -2.31 -3.27 3.53  0.26
H16 -0.80 -3.20 4.44  0.26
H17 -0.81 -4.95 2.82  0.48
H18 1.30 -4.51 1.79  0.26
H19 1.24 -3.97 3.47  0.26
H20 1.73 -2.31 1.13  0.24
H21 1.64 -1.77 2.80  0.24
C17 3.03 3.27 -4.06  -0.25
O1 1.60 3.69 -4.09  -0.35
C18 0.69 3.16 -3.45  0.17
S1 -0.97 3.30 -3.37  0.50
S2 0.35 1.94 -2.30  0.22
H22 3.58 4.19 -4.23  0.27
H23 3.15 2.57 -4.87  0.25
H24 3.24 2.84 -3.08  0.20

Summary:
Relative energy (zero: lowest compared OMol25 entry of this formula, charge and spin): 144.00 kJ/mol
E_HOMO (alpha / beta): -20.1 / -20.1 eV
Charge: +4
Spin multiplicity: 2
<S²>: 0.75
Kohn-Sham gap (alpha / beta): 7.7 / 6.9 eV

Record 4
DFT (ωB97M-V with the def2-TZVPD basis set) results for one molecule with the formula C18H24N2 at a distorted geometry.

Each line ends with the natural charge from an NBO analysis.
Cartesian coordinates (Å):
N1 -2.51 0.52 0.59  -0.44
C1 -2.29 -0.23 -0.50  0.21
C2 -0.92 2.24 3.27  -0.26
C3 0.42 2.04 3.05  0.18
C4 -0.94 -0.59 -0.82  -0.03
C5 -1.88 1.74 2.42  -0.17
C6 0.81 1.18 1.99  -0.27
C7 0.11 -0.10 -0.01  -0.15
C8 -1.53 0.97 1.34  0.17
C9 -0.18 0.70 1.11  -0.09
N2 1.44 2.71 3.79  -0.42
C10 -3.46 -0.75 -1.23  -0.65
C11 1.12 3.70 4.85  -0.40
C12 2.85 2.54 3.36  -0.41
C13 1.14 -2.99 -3.95  -0.40
C14 0.41 -3.66 -2.78  -0.40
C15 0.50 -1.62 -4.30  -0.40
C16 0.25 -2.73 -1.55  -0.39
C17 0.20 -0.72 -3.08  -0.38
C18 -0.57 -1.50 -2.00  -0.26
H1 -1.24 2.88 4.09  0.21
H2 -2.94 1.89 2.58  0.22
H3 1.84 1.03 1.74  0.21
H4 1.16 -0.36 -0.30  0.21
H5 -4.34 -0.31 -0.75  0.24
H6 -3.51 -1.83 -1.21  0.22
H7 -3.38 -0.39 -2.26  0.22
H8 2.01 4.11 5.23  0.21
H9 0.45 4.46 4.43  0.19
H10 0.58 3.19 5.66  0.19
H11 3.00 2.99 2.36  0.19
H12 3.57 3.03 4.04  0.21
H13 3.15 1.46 3.34  0.20
H14 2.18 -2.83 -3.72  0.19
H15 1.14 -3.64 -4.85  0.21
H16 -0.57 -3.97 -3.14  0.19
H17 0.97 -4.55 -2.51  0.21
H18 -0.40 -1.78 -4.84  0.19
H19 1.19 -1.06 -4.95  0.21
H20 -0.29 -3.31 -0.75  0.21
H21 1.22 -2.48 -1.15  0.20
H22 1.12 -0.27 -2.64  0.20
H23 -0.42 0.14 -3.42  0.21
H24 -1.47 -1.83 -2.51  0.21

Summary:
Relative energy (zero: lowest compared OMol25 entry of this formula, charge and spin): 13.28 kJ/mol
E_HOMO: -7.3 eV
Charge: 0
Kohn-Sham gap: 7.9 eV
SMILES string: Cc1nc2ccc(N(C)C)cc2cc1C1CCCCC1

Record 5
DFT (ωB97M-V with the def2-TZVPD basis set) results for one molecule with the formula C18H24N2O2.

Each line ends with the natural charge from an NBO analysis.
Cartesian coordinates (Å):
C1 -4.16 -3.22 -0.74  -0.25
H1 -3.49 -3.46 0.09  0.18
O1 -4.95 -2.09 -0.44  -0.50
C2 -4.32 -0.91 -0.20  0.30
C3 -2.95 -0.73 -0.22  -0.31
C4 -2.45 0.54 0.05  0.02
C5 -3.32 1.61 0.33  0.08
C6 -4.70 1.43 0.35  -0.22
C7 -5.18 0.17 0.09  -0.25
H2 -6.24 -0.03 0.09  0.22
H3 -5.37 2.25 0.57  0.21
N1 -2.55 2.73 0.55  -0.50
C8 -1.24 2.41 0.42  0.02
C9 -1.11 1.07 0.11  -0.21
C10 0.11 0.30 -0.13  0.56
O2 0.09 -0.88 -0.40  -0.56
C11 1.40 1.11 0.00  -0.31
N2 2.59 0.32 -0.23  -0.43
C12 3.76 1.15 -0.46  -0.21
C13 4.94 0.29 -0.90  -0.22
C14 6.16 1.16 -1.18  -0.60
H4 7.00 0.54 -1.50  0.21
H5 5.95 1.88 -1.97  0.21
H6 6.46 1.71 -0.29  0.20
C15 5.24 -0.75 0.18  -0.39
C16 3.98 -1.56 0.47  -0.22
C17 4.22 -2.59 1.58  -0.60
H7 3.32 -3.17 1.76  0.21
H8 5.02 -3.26 1.30  0.21
H9 4.49 -2.09 2.51  0.20
C18 2.84 -0.62 0.85  -0.22
H10 1.93 -1.20 1.01  0.23
H11 3.09 -0.09 1.79  0.15
H12 3.68 -2.09 -0.44  0.21
H13 6.05 -1.40 -0.14  0.21
H14 5.56 -0.24 1.10  0.19
H15 4.65 -0.23 -1.81  0.20
H16 3.52 1.87 -1.25  0.20
H17 4.04 1.72 0.45  0.15
H18 1.36 1.90 -0.76  0.22
H19 1.40 1.60 0.99  0.18
H20 -0.49 3.16 0.55  0.22
H21 -2.91 3.64 0.77  0.42
H22 -2.26 -1.53 -0.43  0.25
H23 -3.57 -3.06 -1.64  0.18
H24 -4.86 -4.04 -0.89  0.20

Summary:
Relative energy (zero: lowest compared OMol25 entry of this formula, charge and spin): 187.23 kJ/mol
E_HOMO: -8.0 eV
Charge: 0
Kohn-Sham gap: 8.6 eV
SMILES string: COc1ccc2[nH]cc(C(=O)CN3C[C@H](C)C[C@H](C)C3)c2c1